{"formula": "C52H73N2O8STa", "method": "wB97M-V/def2-TZVPD", "elements": ["Ta", "C", "O", "C", "C", "C", "C", "C", "C", "C", "C", "C", "C", "C", "C", "C", "C", "C", "C", "C", "C", "C", "C", "C", "C", "C", "C", "C", "C", "C", "C", "C", "C", "O", "C", "C", "C", "C", "C", "O", "C", "C", "C", "C", "C", "C", "O", "C", "C", "C", "C", "H", "H", "H", "H", "H", "H", "H", "H", "H", "H", "H", "H", "H", "H", "H", "H", "H", "H", "H", "H", "H", "H", "H", "H", "H", "H", "H", "H", "H", "H", "H", "H", "H", "H", "H", "H", "H", "H", "H", "H", "H", "H", "H", "H", "H", "H", "H", "H", "H", "H", "H", "H", "H", "H", "H", "H", "H", "H", "C", "S", "O", "O", "O", "H", "H", "H", "C", "N", "C", "C", "O", "N", "C", "C", "H", "H", "H", "H", "H", "H", "H", "H", "H", "H", "H", "H"], "coordinates": [[-1.848, -1.465, 0.126], [-2.147, -1.972, -3.146], [-1.500, -1.296, -2.042], [-0.544, -0.315, -2.466], [0.764, -0.719, -2.643], [1.224, -2.131, -2.379], [2.002, -2.199, -1.091], [3.362, -2.457, -1.081], [4.100, -2.521, 0.102], [3.406, -2.348, 1.293], [2.039, -2.088, 1.329], [1.322, -1.921, 2.643], [0.842, -0.503, 2.822], [1.750, 0.499, 3.121], [1.367, 1.835, 3.233], [0.023, 2.133, 3.058], [-0.929, 1.160, 2.761], [-2.360, 1.594, 2.543], [-2.515, 2.350, 1.246], [-2.876, 3.690, 1.188], [-3.053, 4.349, -0.026], [-2.888, 3.609, -1.199], [-2.530, 2.272, -1.186], [-2.389, 1.455, -2.447], [-0.966, 0.993, -2.657], [0.002, 1.919, -3.012], [1.344, 1.580, -3.181], [1.696, 0.248, -3.005], [2.360, 2.665, -3.525], [3.775, 2.105, -3.663], [1.963, 3.330, -4.851], [2.358, 3.712, -2.401], [-2.317, 1.687, 0.051], [-1.952, 0.357, 0.115], [-3.430, 5.826, -0.115], [-2.337, 6.573, -0.893], [-3.568, 6.469, 1.265], [-4.770, 5.962, -0.852], [-0.483, -0.143, 2.636], [-1.406, -1.180, 2.289], [-2.015, -1.822, 3.440], [2.421, 2.902, 3.514], [3.126, 2.585, 4.840], [3.445, 2.891, 2.369], [1.813, 4.301, 3.607], [1.359, -1.980, 0.125], [0.000, -1.748, 0.109], [5.603, -2.779, 0.045], [6.233, -2.816, 1.437], [6.269, -1.654, -0.761], [5.861, -4.126, -0.644], [-2.695, -1.240, -3.737], [-2.829, -2.701, -2.727], [-1.381, -2.452, -3.752], [1.863, -2.462, -3.198], [0.376, -2.818, -2.333], [3.857, -2.614, -2.032], [3.929, -2.416, 2.238], [2.005, -2.174, 3.453], [0.486, -2.620, 2.697], [2.789, 0.222, 3.252], [-0.321, 3.156, 3.141], [-2.664, 2.239, 3.368], [-3.037, 0.737, 2.538], [-3.031, 4.216, 2.120], [-3.054, 4.083, -2.160], [-2.689, 2.068, -3.298], [-3.075, 0.608, -2.404], [-0.312, 2.948, -3.145], [2.725, -0.065, -3.127], [3.844, 1.371, -4.469], [4.122, 1.643, -2.736], [4.461, 2.918, -3.902], [1.952, 2.604, -5.665], [2.681, 4.111, -5.102], [0.976, 3.792, -4.794], [2.636, 3.258, -1.447], [1.379, 4.179, -2.283], [3.078, 4.499, -2.627], [-1.373, 6.489, -0.389], [-2.592, 7.631, -0.967], [-2.227, 6.187, -1.908], [-2.634, 6.423, 1.829], [-4.358, 6.000, 1.855], [-3.828, 7.521, 1.147], [-4.718, 5.567, -1.867], [-5.050, 7.014, -0.920], [-5.562, 5.432, -0.321], [-1.231, -2.008, 4.171], [-2.461, -2.753, 3.106], [-2.777, -1.168, 3.856], [3.624, 1.615, 4.815], [2.415, 2.581, 5.668], [3.884, 3.341, 5.047], [3.945, 1.926, 2.281], [4.210, 3.649, 2.547], [2.961, 3.112, 1.415], [1.091, 4.376, 4.422], [1.323, 4.594, 2.676], [2.605, 5.025, 3.803], [6.106, -1.869, 1.966], [7.304, -2.997, 1.342], [5.818, -3.619, 2.050], [6.095, -0.684, -0.293], [5.891, -1.611, -1.784], [7.346, -1.820, -0.812], [5.398, -4.943, -0.087], [6.934, -4.318, -0.695], [5.473, -4.144, -1.662], [-6.153, -1.907, 0.311], [-4.641, -1.025, 0.292], [-4.958, 0.344, 0.492], [-3.849, -1.346, -0.948], [-3.696, -1.620, 1.320], [-6.775, -1.453, -0.459], [-6.596, -1.727, 1.290], [-6.020, -2.966, 0.132], [-2.716, -6.509, -1.785], [-2.954, -5.310, -0.981], [-4.220, -4.633, -1.204], [-2.049, -4.787, -0.147], [-1.990, -3.507, 0.034], [-1.202, -5.570, 0.516], [-1.502, -6.963, 0.851], [0.010, -5.035, 1.127], [-2.969, -6.277, -2.820], [-3.334, -7.342, -1.449], [-1.669, -6.790, -1.746], [-4.999, -5.388, -1.305], [-4.219, -4.012, -2.099], [-4.433, -4.020, -0.337], [-2.567, -7.154, 0.753], [-1.214, -7.119, 1.889], [-0.944, -7.661, 0.229], [0.282, -4.091, 0.671], [0.822, -5.744, 0.969], [-0.131, -4.901, 2.201]], "forces_ev_per_angstrom": [[0.3562, -0.0214, 0.0669], [-0.0049, 0.0557, -0.0229], [0.0126, -0.0186, 0.1318], [-0.0128, -0.0307, -0.0087], [0.0169, 0.0181, -0.0208], [0.0039, -0.0031, 0.0141], [0.0240, -0.0061, -0.0204], [-0.0022, 0.0034, 0.0019], [-0.0173, -0.0013, 0.0129], [0.0178, 0.0129, -0.0113], [-0.0290, 0.0128, 0.0143], [0.0021, 0.0064, -0.0171], [0.0124, 0.0208, 0.0246], [0.0038, -0.0111, -0.0163], [-0.0023, 0.0015, -0.0091], [-0.0078, -0.0040, 0.0118], [0.0014, 0.0309, 0.0080], [0.0149, 0.0037, -0.0313], [-0.0120, -0.0271, 0.0323], [0.0214, 0.0181, -0.0137], [-0.0122, -0.0259, -0.0010], [0.0095, 0.0236, 0.0246], [0.0025, -0.0416, -0.0474], [0.0275, -0.0001, 0.0206], [-0.0014, 0.0189, -0.0036], [0.0033, -0.0025, 0.0018], [0.0052, -0.0172, -0.0129], [-0.0090, 0.0081, 0.0143], [-0.0077, 0.0116, -0.0090], [-0.0040, 0.0073, -0.0058], [0.0129, -0.0034, 0.0099], [0.0000, -0.0035, 0.0003], [-0.0217, 0.0240, 0.1259], [0.0001, -0.0677, -0.1662], [-0.0072, -0.0011, -0.0088], [-0.0020, -0.0019, 0.0066], [-0.0024, 0.0019, -0.0102], [0.0049, 0.0004, 0.0093], [-0.0077, -0.0035, 0.0164], [0.0233, -0.0591, -0.1249], [-0.0068, 0.0168, 0.0208], [-0.0097, -0.0095, 0.0064], [0.0005, 0.0110, -0.0024], [-0.0060, -0.0028, -0.0036], [0.0059, -0.0046, 0.0088], [-0.0310, -0.1824, -0.1352], [-0.1513, 0.3128, 0.1769], [-0.0009, -0.0128, -0.0004], [0.0044, -0.0023, -0.0072], [-0.0023, 0.0051, 0.0025], [0.0005, 0.0044, 0.0050], [-0.0090, -0.0132, -0.0010], [0.0137, -0.0139, 0.0024], [-0.0017, 0.0110, -0.0043], [-0.0028, -0.0041, 0.0021], [0.0005, 0.0002, -0.0141], [0.0024, -0.0041, -0.0011], [0.0005, -0.0053, 0.0051], [0.0004, -0.0114, -0.0022], [-0.0049, 0.0038, 0.0166], [-0.0001, -0.0022, 0.0025], [0.0023, 0.0043, 0.0001], [-0.0073, -0.0046, 0.0016], [0.0017, -0.0020, 0.0053], [-0.0016, 0.0027, 0.0014], [-0.0057, 0.0060, -0.0034], [-0.0067, -0.0058, -0.0011], [-0.0046, -0.0029, 0.0016], [0.0009, 0.0029, 0.0023], [0.0043, 0.0015, 0.0025], [0.0032, -0.0025, -0.0011], [0.0006, -0.0021, 0.0019], [0.0027, -0.0024, -0.0020], [-0.0008, 0.0005, -0.0024], [-0.0019, 0.0014, -0.0031], [-0.0006, 0.0023, -0.0022], [-0.0010, -0.0006, 0.0005], [-0.0008, 0.0047, 0.0014], [0.0007, 0.0026, 0.0013], [0.0021, 0.0005, -0.0001], [0.0018, 0.0022, -0.0002], [0.0001, 0.0012, -0.0038], [0.0030, 0.0029, 0.0031], [-0.0009, 0.0021, 0.0024], [-0.0008, 0.0007, 0.0039], [-0.0008, 0.0021, -0.0037], [-0.0021, 0.0004, -0.0009], [-0.0022, 0.0005, 0.0000], [0.0017, -0.0006, -0.0008], [0.0047, 0.0010, 0.0040], [0.0064, -0.0051, 0.0093], [0.0018, -0.0020, 0.0000], [0.0012, -0.0018, 0.0029], [0.0011, -0.0001, 0.0017], [0.0056, 0.0011, 0.0000], [0.0012, 0.0004, -0.0005], [0.0039, 0.0016, 0.0018], [-0.0016, 0.0040, -0.0005], [0.0021, 0.0027, -0.0018], [-0.0028, 0.0022, 0.0013], [0.0020, 0.0022, 0.0024], [0.0004, 0.0006, 0.0036], [0.0022, -0.0012, 0.0019], [0.0004, 0.0015, -0.0013], [0.0027, -0.0004, -0.0035], [0.0020, 0.0008, -0.0008], [0.0007, -0.0017, -0.0011], [0.0006, -0.0022, -0.0006], [0.0014, 0.0008, -0.0039], [-0.0112, -0.0268, -0.0354], [0.0108, 0.0327, 0.0639], [0.0253, -0.0329, -0.0200], [0.0253, -0.0675, 0.0744], [-0.0327, 0.0585, -0.1695], [-0.0098, -0.0140, -0.0003], [-0.0030, 0.0011, 0.0007], [0.0205, -0.0333, 0.0191], [0.0144, 0.0239, 0.0466], [0.0137, 0.0071, -0.0559], [-0.0297, 0.0048, 0.0624], [0.2563, 0.0124, 0.1287], [-0.5109, -0.0040, -0.0805], [0.0142, -0.0223, -0.0329], [-0.0137, 0.0065, -0.0315], [0.0450, -0.0030, 0.0090], [-0.0184, -0.0065, 0.0039], [0.0097, -0.0172, -0.0273], [0.0150, 0.0015, -0.0067], [-0.0039, 0.0027, 0.0098], [-0.0028, -0.0224, -0.0255], [-0.0201, 0.0548, -0.0273], [0.0104, -0.0102, 0.0096], [-0.0215, -0.0079, 0.0119], [0.0103, 0.0057, 0.0037], [-0.0100, 0.0146, -0.0140], [-0.0091, -0.0044, -0.0020], [-0.0126, -0.0020, 0.0015]], "gap_ev": 7.3, "total_charge": 2, "homo_ev": -12.68, "de_lowest_kj_mol": 0.0, "energy_ha": -3191.67919}